# C5H9B2F11NO4Tl

A structure of composition C5H9B2F11NO4Tl in a non-equilibrium geometry (ωB97M-V with the def2-TZVPD basis set, the Open Molecules 2025 dataset).

Its net charge is 0. For the energy above the lowest of the compared OMol25 structures with the same formula, charge and spin, the calculation gives 73.3 kJ/mol. For the molecular weight, the calculation gives 582.1 g/mol. The value obtained for the calculated total energy is -1872.42764 Eh. The HOMO energy comes out at -0.411 Ha. The value obtained for the gap between HOMO and LUMO is 3.754 eV.

Structure (XYZ):
```
33
C5H9B2F11NO4Tl | the Open Molecules 2025 dataset | ωB97M-V with the def2-TZVPD basis set
Tl -0.6806 0.5137 0.9517
C -0.6112 -0.8708 -2.2389
O 0.4675 -0.6663 -1.3686
O -1.6815 -0.5127 -1.5367
C -0.3824 -0.2424 -3.6621
F -1.5345 -0.0718 -4.3022
F 0.2393 0.9262 -3.5893
F 0.3710 -1.1224 -4.3423
C 1.7774 -1.1734 -1.7660
C 2.7404 -1.1193 -0.5907
H 3.0317 -0.1110 -0.2969
H 2.3240 -1.6597 0.2580
H 3.6791 -1.5946 -0.8787
H 2.1382 -0.5119 -2.5513
H 1.6505 -2.2134 -2.0605
H -0.7986 -1.9718 -2.3070
B -2.3105 3.4022 0.2682
F -3.5292 3.3426 0.9298
F -2.1546 2.3641 -0.6664
F -2.1270 4.6341 -0.3614
F -1.2787 3.1704 1.2194
B -4.1416 -0.6507 0.5918
F -4.1811 0.6904 0.2993
F -4.9352 -0.8518 1.7485
F -4.5582 -1.4805 -0.4415
F -2.7950 -1.0062 0.9264
C 3.2858 0.2080 3.7348
N 2.1564 -0.7573 3.5989
O 1.9191 -1.4647 4.5410
O 1.4703 -0.6522 2.5908
H 3.7960 0.2830 2.7810
H 3.8982 0.0243 4.6078
H 2.7548 1.1460 3.9128
```

Here are the Mulliken charges for atoms 1 to 5, given in e:
1 Tl 1.317
2 C 0.155
3 O -0.110
4 O -0.257
5 C 0.750


# C3H5Cl3N3P

The ion C3H5Cl3N3P with charge +2 in a non-equilibrium geometry (ωB97M-V with the def2-TZVPD basis set, the Open Molecules 2025 dataset).

Its net charge is +2. For the energy above the lowest of the compared OMol25 structures with the same formula, charge and spin, the calculation gives 0.0 kJ/mol. For the molecular weight, the calculation gives 220.4 g/mol. The value obtained for the calculated total energy is -2002.85129 Eh. The HOMO energy comes out at -0.705 Ha. Its structure (SMILES) is [H]/N=C(Cl)/[NH+]=C(/C)[N+]#P(Cl)Cl. The value obtained for the gap between HOMO and LUMO is 8.254 eV.

Structure (XYZ):
```
15
C3H5Cl3N3P | the Open Molecules 2025 dataset | ωB97M-V with the def2-TZVPD basis set
H -0.0236 2.6371 -1.7218
N 0.0122 1.7675 -1.2016
C -0.7908 1.6529 -0.2301
Cl -1.9490 2.8437 0.2307
N -0.8292 0.5277 0.5893
C -0.0922 -0.5938 0.5656
C -0.3398 -1.6110 1.6026
N 0.8250 -0.8300 -0.3287
P 1.5554 -0.3451 -1.6305
Cl 0.9987 -1.1200 -3.3151
Cl 3.4072 0.1781 -1.4797
H -1.5332 0.5835 1.3243
H -1.0934 -2.3213 1.2532
H -0.7006 -1.1730 2.5298
H 0.5536 -2.1962 1.8119
```

Here are the Mulliken charges for atoms 1 to 5, given in e:
1 H 0.272
2 N -0.476
3 C 0.569
4 Cl -0.051
5 N -0.167


# C14H26GaN8OS

A structure of composition C14H26GaN8OS (ωB97M-V with the def2-TZVPD basis set, the Open Molecules 2025 dataset).

Its net charge is +3. For the molecular weight, the calculation gives 424.2 g/mol. The value obtained for the calculated total energy is -3384.40764 Eh. The HOMO energy comes out at -0.695 Ha. The value obtained for the gap between HOMO and LUMO is 10.186 eV.

Structure (XYZ):
```
51
C14H26GaN8OS | the Open Molecules 2025 dataset | ωB97M-V with the def2-TZVPD basis set
Ga 0.5565 0.8625 0.7350
N 2.2333 4.1587 0.6172
N 1.5583 4.5747 1.7779
C 0.5150 3.9886 2.3621
N -0.0335 4.6230 3.3778
S -0.3729 2.5271 1.9527
H 3.2269 4.1333 0.8514
H 2.1132 4.8759 -0.0990
H 1.8631 5.4621 2.1656
H 0.2714 5.5388 3.6841
H -0.7955 4.2022 3.8920
O 2.0944 1.5735 -0.1164
C 3.3771 0.8803 -0.4228
C 3.1705 -0.2679 -1.3738
C 2.0173 -1.2016 -0.9834
C 1.9663 -1.6117 0.4653
C 2.5660 -2.7678 0.9266
C 2.4653 -3.1197 2.2658
C 1.7466 -2.3071 3.1359
C 1.1728 -1.1631 2.6390
N 1.2942 -0.8148 1.3367
H 2.1558 2.5709 -0.0075
H 3.7747 0.5449 0.5349
H 4.0355 1.6401 -0.8371
H 4.1128 -0.8211 -1.3874
H 3.0031 0.0938 -2.3882
H 2.0767 -2.1028 -1.5932
H 1.0687 -0.7356 -1.2585
H 3.0948 -3.4020 0.2277
H 2.9321 -4.0278 2.6252
H 1.6312 -2.5569 4.1808
H 0.5977 -0.4967 3.2699
C -3.7598 -3.0740 -1.3487
C -4.1128 -1.9160 -2.2751
C -3.1520 -1.8122 -3.4551
C -4.2447 -0.6007 -1.5089
N -2.9666 -0.2103 -0.8461
C -1.8514 0.2800 -1.3789
N -0.9903 0.4138 -0.3861
N -1.6162 -0.0035 0.7491
N -2.7977 -0.3771 0.4712
H -3.7534 -4.0100 -1.9049
H -4.4734 -3.1755 -0.5310
H -2.7597 -2.9524 -0.9180
H -5.1197 -2.0819 -2.6683
H -2.1069 -1.7828 -3.1251
H -3.3554 -0.9410 -4.0817
H -3.2419 -2.6931 -4.0886
H -4.9580 -0.6753 -0.6909
H -4.5199 0.2354 -2.1503
H -1.7091 0.5224 -2.4191
```

Here are the Mulliken charges for atoms 1 to 5, given in e:
1 Ga -0.019
2 N -0.708
3 N -0.251
4 C 0.814
5 N -0.376


# C39H62F2N4O7

A cluster of 4 separate species, C39H62F2N4O7 in total (ωB97M-V with the def2-TZVPD basis set, the Open Molecules 2025 dataset).

Its net charge is 0. For the molecular weight, the calculation gives 736.9 g/mol. The value obtained for the calculated total energy is -2468.73455 Eh. The HOMO energy comes out at -0.344 Ha. Its structure (SMILES) is CCCCCCCCCCCCc1c(C[C@@H](C)F)ccc2c1C(=O)c1c(CC(N)(N)N)cc(C(=O)NC(=O)F)cc1C2=O.CCO.CCO.CCO. The value obtained for the gap between HOMO and LUMO is 8.320 eV.

Structure (XYZ):
```
114
C39H62F2N4O7 | the Open Molecules 2025 dataset | ωB97M-V with the def2-TZVPD basis set
C -2.9638 2.0583 5.2218
C -3.7848 1.2946 4.1874
C -3.8369 2.0044 2.8301
C -5.0429 1.5976 1.9563
C -4.6566 0.9030 0.6310
C -4.5151 -0.6132 0.8069
C -4.6153 -1.5143 -0.4580
C -4.6336 -0.8301 -1.8231
C -3.3144 -0.1689 -2.2106
C -2.2017 -1.1960 -2.5057
C -0.9092 -0.9848 -1.7023
C 0.2286 -0.3190 -2.5060
C 1.0465 0.6493 -1.6942
C 1.1823 1.9966 -2.0560
C 0.6074 2.5882 -3.3171
C -0.7615 3.2468 -3.1292
C -0.9835 4.4476 -4.0304
F -1.7317 2.2890 -3.4845
C 1.8799 2.8761 -1.2245
C 2.4529 2.4550 -0.0413
C 2.3463 1.1202 0.3140
C 1.6687 0.2225 -0.5103
C 1.6893 -1.2086 -0.1076
O 1.7267 -2.1034 -0.9274
C 1.7283 -1.5064 1.3591
C 1.1237 -2.6449 1.9217
C 0.3158 -3.6133 1.0858
C 0.0758 -5.0181 1.6668
N -0.8970 -5.0537 2.7455
N 1.3534 -5.5721 2.1144
N -0.4888 -5.8976 0.6123
C 1.2657 -2.8334 3.2896
C 1.9857 -1.9403 4.0731
C 2.1223 -2.2108 5.5337
O 1.1967 -2.3490 6.2709
N 3.4791 -2.2637 6.0547
C 4.5043 -2.6696 5.2118
O 5.5724 -2.1671 5.0773
F 4.1443 -3.8081 4.5717
C 2.5625 -0.8097 3.5200
C 2.4093 -0.5921 2.1632
C 2.9899 0.6416 1.5609
O 3.9083 1.2298 2.0861
H -1.9641 2.2918 4.8573
H -2.8488 1.4632 6.1281
H -3.4718 2.9811 5.5001
H -3.3347 0.3112 4.0369
H -4.7961 1.1603 4.5715
H -2.9181 1.7727 2.2886
H -3.8657 3.0826 2.9941
H -5.6953 0.9357 2.5278
H -5.6345 2.4787 1.7071
H -5.4141 1.1461 -0.1103
H -3.6908 1.3135 0.3435
H -5.2823 -0.9408 1.5081
H -3.5515 -0.8082 1.2833
H -3.7902 -2.2290 -0.4439
H -5.5240 -2.1113 -0.3677
H -4.8353 -1.6066 -2.5680
H -5.4733 -0.1383 -1.8957
H -2.9679 0.5057 -1.4294
H -3.4825 0.4644 -3.0819
H -1.9786 -1.2387 -3.5713
H -2.5853 -2.1862 -2.2533
H -1.1220 -0.4035 -0.8010
H -0.5917 -1.9666 -1.3654
H -0.2172 0.1632 -3.3703
H 0.8927 -1.0877 -2.8950
H 1.3102 3.3420 -3.6710
H 0.5143 1.8604 -4.1188
H -0.9373 3.4944 -2.0831
H -1.7752 5.0949 -3.6616
H -0.0774 5.0402 -4.1367
H -1.2572 4.0789 -5.0183
H 1.9838 3.9115 -1.5238
H 2.9989 3.1477 0.5816
H 0.7564 -3.7205 0.1033
H -0.6791 -3.1825 0.9301
H -1.7625 -5.4706 2.4367
H -1.0959 -4.1443 3.1369
H 2.0696 -5.2954 1.4471
H 1.2849 -6.5817 2.0188
H -1.3019 -5.4359 0.2092
H 0.1806 -5.9374 -0.1511
H 0.8538 -3.7038 3.7780
H 3.7631 -1.3935 6.4928
H 3.1211 -0.1165 4.1329
C 0.6934 -5.9583 -2.8902
C 0.3942 -4.7445 -3.7510
O 0.0916 -3.5953 -2.9676
H -0.1551 -6.1790 -2.2403
H 0.9000 -6.8366 -3.5028
H 1.5645 -5.7732 -2.2556
H -0.4816 -4.9237 -4.3733
H 1.2399 -4.5302 -4.4135
H 0.8597 -3.4035 -2.4138
C -0.1987 7.8052 -1.7179
C 0.8470 7.1419 -0.8428
O 1.4818 6.0449 -1.5019
H -0.9562 7.0812 -2.0195
H -0.6885 8.6235 -1.1893
H 0.2557 8.2092 -2.6258
H 0.3902 6.7248 0.0532
H 1.6026 7.8691 -0.5303
H 1.9137 6.3859 -2.2923
C 5.6805 1.2609 -1.5952
C 6.4054 2.1945 -2.5448
O 5.8924 3.5244 -2.4828
H 4.6123 1.2519 -1.8210
H 6.0647 0.2425 -1.6702
H 5.7946 1.5952 -0.5609
H 6.2757 1.8734 -3.5774
H 7.4788 2.2031 -2.3270
H 6.0046 3.8389 -1.5806
```

Here are the Mulliken charges for atoms 1 to 5, given in e:
1 C -1.353
2 C -0.314
3 C -0.529
4 C -1.086
5 C -0.238


# H3N4

The ion H3N4 with charge +1 in a non-equilibrium geometry (ωB97M-V with the def2-TZVPD basis set, the Open Molecules 2025 dataset).

As for the expectation value of S²: 2.014. Its net charge is +1. For the energy above the lowest of the compared OMol25 structures with the same formula, charge and spin, the calculation gives 154.2 kJ/mol. For the molecular weight, the calculation gives 59.1 g/mol. The spin multiplicity is 3. The value obtained for the calculated total energy is -220.33497 Eh. The HOMO energy (spin up / spin down) comes out at -0.535 / -0.679 Ha. The value obtained for the gap between HOMO and LUMO (spin up / spin down) is 10.336 / 9.219 eV.

Structure (XYZ):
```
7
H3N4 | the Open Molecules 2025 dataset | ωB97M-V with the def2-TZVPD basis set
N 1.3328 -1.9100 0.4866
N 0.6784 -1.3140 -0.1944
N -0.2299 0.9853 0.1763
N -0.5968 -0.1869 -0.2092
H -0.0604 1.1148 1.1184
H -0.0508 1.8242 -0.2655
H -1.0733 -0.5133 -1.1122
```

Here are the Mulliken charges for atoms 1 to 5, given in e:
1 N -0.016
2 N 0.173
3 N -0.108
4 N 0.021
5 H 0.303


# C4H26N2O7

A cluster of 8 separate species, C4H26N2O7 in total in a non-equilibrium geometry (ωB97M-V with the def2-TZVPD basis set, the Open Molecules 2025 dataset).

Its net charge is 0. For the energy above the lowest of the compared OMol25 structures with the same formula, charge and spin, the calculation gives 351.3 kJ/mol. For the molecular weight, the calculation gives 214.3 g/mol. The value obtained for the calculated total energy is -804.06925 Eh. The HOMO energy comes out at -0.318 Ha. Its structure (SMILES) is CNC[C@@H](C)N.O.O.O.O.O.O.O. The value obtained for the gap between HOMO and LUMO is 8.746 eV.

Structure (XYZ):
```
39
C4H26N2O7 | the Open Molecules 2025 dataset | ωB97M-V with the def2-TZVPD basis set
C -2.2223 0.9769 0.1839
N -0.7931 1.0182 -0.3049
C -0.2896 2.3134 -0.6869
C 1.2032 2.0262 -0.6508
C 1.9125 3.0418 -1.5027
N 1.7330 2.0734 0.7518
H -2.2089 1.4925 1.1514
H -2.9564 1.0804 -0.5659
H -2.3174 -0.1416 0.5174
H -0.5619 0.3783 -1.0667
H -0.5776 2.8457 -1.6168
H -0.3665 3.3047 0.0211
H 1.5379 1.0620 -1.1536
H 2.9853 3.1750 -1.1899
H 1.3953 3.9710 -1.4495
H 2.0181 2.7644 -2.5313
H 1.1502 1.5419 1.4090
H 1.9854 3.0299 0.9704
O 0.2801 -0.7941 3.5383
H -0.3002 -0.0281 3.0769
H 0.9861 -0.0714 3.7656
O 0.0225 -1.7428 -1.7448
H 0.1903 -2.5593 -2.2822
H 0.2044 -1.8941 -0.8104
O 0.3638 -2.9778 1.5187
H 1.0167 -2.3788 1.9560
H 0.0493 -3.6342 2.0152
O -2.2676 -0.5553 -3.7242
H -3.0635 -0.0951 -3.5789
H -1.6380 -0.6901 -3.0221
O 2.6241 -1.5309 -0.7741
H 2.9897 -1.0491 0.0161
H 3.3181 -1.8891 -1.3277
O -1.3032 -3.9505 -0.2393
H -0.5403 -3.4526 0.1506
H -2.0019 -3.3477 -0.4721
O -1.0252 1.7042 2.9994
H -0.8950 2.6264 3.4259
H -1.9403 1.6732 2.9644
```

Here are the Mulliken charges for atoms 1 to 5, given in e:
1 C -0.980
2 N 0.306
3 C -0.781
4 C 0.822
5 C -1.761